C5H7NO in the gas phase, computed with ωB97M-V/def2-TZVPD.

Last column: Mulliken charge in e.
CARTESIAN COORDINATES (ANGSTROEM)
C -0.02760 -0.74464 -1.45282  -0.011
C -1.07367 -0.93725 -0.64480  -0.706
C -0.74395 -0.39144 0.69294  0.401
N -1.06371 0.68746 1.59052  -0.579
C -0.15300 0.96482 0.53518  -0.054
C 1.22353 0.72780 -0.01379  -0.607
O 1.11270 -0.07060 -1.30565  -0.402
H 0.14820 -1.33148 -2.38113  0.347
H -1.75693 -1.77141 -0.88508  0.278
H 0.03231 -1.04805 1.20575  0.208
H -0.72956 0.55427 2.51185  0.271
H -0.64092 1.56729 -0.20993  0.303
H 1.81540 0.21944 0.73356  0.265
H 1.85720 1.57378 -0.37661  0.287

The HOMO energy comes out at -8.578 eV. As for the LUMO energy: 0.93 eV. As for the largest force on an atom: 2.95 eV/A. The charge is 0. Its SMILES is C1=C[C@@H]2N[C@H]2CO1.